1.
ORCA calculation (the ωB97M-V functional and the def2-TZVPD basis) on a cluster of 7 separate species, C14H28Br14 in total in a non-equilibrium geometry.

ORCA input file:
```
! RIJCOSX wB97M-V def2-TZVPD def2/J DEFGRID3
* xyz 0 1
Br 12.87 8.74 12.62
C 11.46 8.74 11.29
C 11.95 8.20 10.02
Br 10.41 8.27 8.80
H 11.10 9.80 11.19
H 10.63 8.10 11.69
H 12.27 7.12 10.15
H 12.76 8.74 9.57
Br 9.34 7.79 14.97
C 7.95 8.34 13.67
C 7.52 7.09 12.97
Br 6.31 7.75 11.50
H 8.40 9.08 13.00
H 7.17 8.76 14.26
H 6.93 6.46 13.60
H 8.31 6.57 12.50
Br 6.22 16.58 11.57
C 7.42 16.38 10.02
C 8.89 16.38 10.38
Br 9.76 16.05 8.67
H 7.28 17.25 9.43
H 7.29 15.41 9.49
H 9.23 15.58 11.03
H 9.29 17.33 10.77
Br 12.28 14.78 11.98
C 12.10 12.91 12.64
C 10.67 12.83 13.17
Br 10.31 11.09 13.94
H 12.86 12.82 13.37
H 12.34 12.23 11.77
H 9.91 13.00 12.47
H 10.57 13.48 14.01
Br 13.66 14.52 6.06
C 13.94 14.74 7.86
C 14.79 15.98 8.16
Br 13.94 17.67 7.90
H 14.60 13.93 8.22
H 13.05 14.68 8.41
H 15.73 15.86 7.52
H 15.16 15.99 9.20
Br 7.52 12.81 9.80
C 7.28 11.86 11.53
C 6.45 12.66 12.46
Br 6.56 11.82 14.15
H 8.28 11.63 11.84
H 6.73 10.97 11.19
H 5.44 12.84 12.07
H 6.81 13.70 12.54
Br 11.45 12.37 9.01
C 12.22 11.39 7.50
C 11.35 11.71 6.26
Br 12.42 11.05 4.81
H 11.97 10.38 7.65
H 13.28 11.67 7.27
H 11.21 12.77 6.22
H 10.47 11.09 6.21
*
```

Values from the calculation:
E_HOMO in eV: -10.051
LUMO level in eV: 0.17
ΔE to the lowest compared entry with this formula, charge and spin in eV: 1.163

Here are the Mulliken charges for atoms 1 to 4, given in e: -0.124, 0.008, -0.643, -0.179

***

2.
ORCA calculation (the ωB97M-V functional and the def2-TZVPD basis) on a structure of composition C14H28Br2N4O2PSc in a non-equilibrium geometry.

ORCA input file:
```
! RIJCOSX wB97M-V def2-TZVPD def2/J DEFGRID3
* xyz 2 1
Sc 0.34 0.22 -0.20
N 0.28 -0.62 1.92
C 1.27 -1.67 2.27
C 1.63 -2.58 1.09
N 1.70 -1.81 -0.20
C 3.11 -1.57 -0.71
C 3.58 -0.16 -0.43
N 2.53 0.85 -0.70
H 0.27 0.10 2.64
H -0.67 -1.02 1.96
H 0.91 -2.35 3.07
H 2.20 -1.20 2.64
H 0.86 -3.33 0.99
H 2.55 -3.11 1.33
H 1.29 -2.43 -0.90
H 3.18 -1.77 -1.76
H 3.81 -2.26 -0.25
H 4.46 0.00 -1.07
H 3.87 -0.06 0.62
H 2.45 1.12 -1.68
H 2.70 1.75 -0.22
Br 0.34 -0.25 -3.32
C -0.10 1.65 -3.79
Br 0.57 3.12 -2.61
H -1.16 1.73 -3.83
H 0.35 1.86 -4.75
O -3.11 2.34 0.02
C -1.95 2.01 0.02
O -1.43 0.97 -0.65
C -0.96 2.75 0.84
C -1.33 3.97 1.43
C -0.37 4.64 2.14
C 0.90 4.02 2.28
C 1.15 2.77 1.74
N 0.24 2.15 0.98
H -2.36 4.31 1.31
H -0.59 5.64 2.55
H 1.72 4.53 2.78
H 2.09 2.24 2.00
C -2.05 -3.67 -0.50
P -2.07 -1.84 -0.57
C -2.79 -1.48 -2.19
C -3.45 -1.38 0.53
H -2.94 -4.10 -0.90
H -1.90 -4.01 0.52
H -1.20 -4.00 -1.11
H -3.79 -1.90 -2.26
H -2.21 -1.94 -3.02
H -2.79 -0.40 -2.33
H -4.35 -1.89 0.24
H -3.59 -0.30 0.48
H -3.21 -1.65 1.56
*
```

Values from the calculation:
E_HOMO in eV: -14.518
LUMO level in eV: -6.34

Here are the Mulliken charges for atoms 1 to 4, given in e: 0.057, -0.189, -0.616, -0.693

***

3.
ORCA calculation (the ωB97M-V functional and the def2-TZVPD basis) on a cluster of 4 separate species, C14H28Br8NO3 in total in a non-equilibrium geometry.

ORCA input file:
```
! RIJCOSX wB97M-V def2-TZVPD def2/J DEFGRID3
* xyz -1 1
C -0.33 -4.66 3.27
C -0.85 -3.44 2.28
O -2.32 -3.29 2.22
C -2.91 -3.06 3.55
C -4.42 -2.46 3.31
N -5.54 -3.48 3.37
C -5.21 -4.76 2.64
C -4.68 -5.99 3.61
O -3.87 -6.93 3.04
O -5.05 -6.05 5.04
H 0.80 -4.93 3.12
H -0.47 -4.24 4.38
H -0.94 -5.67 3.14
H -0.50 -3.74 1.19
H -0.29 -2.42 2.52
H -2.86 -3.98 4.28
H -2.26 -2.21 4.06
H -4.42 -1.85 2.29
H -4.62 -1.70 4.20
H -5.90 -3.64 4.34
H -6.24 -5.16 2.18
H -4.50 -4.62 1.70
Br -2.18 -2.59 0.74
C -1.51 -1.68 -0.86
C -2.35 -2.01 -2.07
Br -1.93 -3.79 -2.75
H -0.46 -1.96 -0.97
H -1.58 -0.61 -0.62
H -2.12 -1.33 -2.89
H -3.43 -1.99 -1.87
Br -0.68 2.15 0.12
C -0.01 3.06 -1.48
C -0.85 2.73 -2.69
Br -0.43 0.95 -3.37
H 1.04 2.78 -1.59
H -0.08 4.13 -1.24
H -0.62 3.41 -3.51
H -1.93 2.75 -2.49
Br 3.56 5.52 0.08
C 5.01 4.33 -0.46
C 4.59 3.43 -1.59
Br 3.45 1.98 -0.94
H 5.33 3.79 0.44
H 5.82 5.00 -0.78
H 5.45 2.94 -2.04
H 4.02 3.95 -2.37
Br 7.06 4.36 -4.44
C 6.92 6.31 -4.41
C 5.51 6.75 -4.06
Br 4.32 6.56 -5.60
H 7.26 6.67 -5.38
H 7.62 6.63 -3.63
H 5.49 7.82 -3.82
H 5.07 6.18 -3.24
*
```

Values from the calculation:
E_HOMO in eV: -4.347
LUMO level in eV: 1.21

Here are the Mulliken charges for atoms 1 to 4, given in e: -0.988, -0.425, 0.076, -0.375

***

4.
ORCA calculation (the ωB97M-V functional and the def2-TZVPD basis) on a structure of composition C14H28Cl2MoO2Si in a non-equilibrium geometry.

ORCA input file:
```
! RIJCOSX wB97M-V def2-TZVPD def2/J DEFGRID3
* xyz -2 3
C -0.60 1.10 -2.98
C -1.55 0.10 -2.41
C -0.79 -0.80 -1.60
C -2.99 0.04 -2.72
C 0.63 -0.41 -1.69
C 0.76 0.69 -2.57
C 2.08 1.25 -3.14
C -0.94 2.04 -4.08
C -1.34 -1.83 -0.70
C 1.73 -1.24 -1.15
Mo -0.50 1.30 -0.87
Cl -3.80 0.22 1.17
Cl 1.20 1.14 0.88
O 1.25 -1.78 2.80
H -3.46 1.00 -2.59
H -3.44 -0.62 -2.01
H -3.18 -0.34 -3.72
H -2.12 -1.34 -0.09
H -0.59 -2.25 -0.03
H -1.83 -2.64 -1.25
H 1.52 -1.46 -0.10
H 2.71 -0.76 -1.21
H 1.81 -2.23 -1.63
H 2.97 0.62 -2.90
H 2.29 2.23 -2.68
H 2.18 1.25 -4.25
H -1.97 1.86 -4.39
H -0.28 1.96 -4.97
H -0.92 3.08 -3.73
H 2.15 -1.99 2.50
O -1.03 2.98 -0.96
H -0.34 3.78 -0.87
C -1.19 1.16 3.76
Si -0.42 -0.43 4.45
C -0.05 -0.32 6.28
C -1.46 -1.90 4.05
C 1.32 -0.65 3.66
H -2.13 1.36 4.32
H -1.50 1.02 2.70
H -0.53 2.04 3.86
H -0.91 -0.70 6.85
H 0.82 -0.94 6.53
H 0.15 0.71 6.60
H -1.88 -1.81 3.04
H -0.87 -2.81 4.11
H -2.29 -1.97 4.76
H 1.57 0.26 3.10
H 2.06 -0.78 4.48
*
```

Values from the calculation:
E_HOMO (alpha / beta) in eV: 1.130 / 1.048
LUMO level (alpha / beta) in eV: 5.11 / 5.10
⟨S²⟩: 2.014
ΔE to the lowest compared entry with this formula, charge and spin in eV: 1.356

Here are the Mulliken charges for atoms 1 to 4, given in e: 0.700, 0.894, 0.586, -2.127

***

5.
ORCA calculation (the ωB97M-V functional and the def2-TZVPD basis) on a structure of composition C14H28ClHfN6O8 in a non-equilibrium geometry.

ORCA input file:
```
! RIJCOSX wB97M-V def2-TZVPD def2/J DEFGRID3
* xyz 5 1
C 8.43 16.59 -32.40
C 9.35 17.58 -31.73
N 8.62 18.72 -31.17
C 7.96 18.72 -29.99
C 7.32 19.96 -29.89
N 7.74 20.74 -30.94
C 8.49 19.95 -31.73
C 7.54 22.17 -31.11
H 7.87 17.03 -33.23
H 7.68 16.21 -31.70
H 8.90 15.70 -32.81
H 10.15 17.93 -32.38
H 9.81 17.09 -30.86
H 7.76 17.81 -29.44
H 6.53 20.35 -29.27
H 8.92 20.24 -32.68
H 6.49 22.43 -31.11
H 7.88 22.59 -32.06
H 8.10 22.77 -30.39
C 3.10 30.96 -32.02
C 2.17 29.78 -32.35
N 2.20 28.74 -31.32
C 1.69 28.83 -30.06
C 1.79 27.56 -29.50
N 2.29 26.72 -30.42
C 2.63 27.49 -31.51
C 2.33 25.24 -30.34
H 4.10 30.53 -31.90
H 2.77 31.53 -31.15
H 3.19 31.68 -32.84
H 2.44 29.36 -33.32
H 1.12 30.08 -32.47
H 1.23 29.75 -29.73
H 1.39 27.26 -28.54
H 3.11 27.06 -32.38
H 3.20 24.91 -30.91
H 1.52 24.80 -30.91
H 2.39 24.96 -29.29
Hf 7.69 28.51 -28.65
Cl 6.32 25.58 -29.72
O 5.81 25.10 -30.97
O 7.71 26.06 -29.79
O 5.65 26.79 -29.25
O 6.31 24.66 -28.65
C 4.17 22.56 -26.86
N 3.14 21.52 -27.08
O 2.86 20.84 -26.12
O 2.62 21.38 -28.16
H 4.57 22.98 -27.79
H 4.98 22.20 -26.23
H 3.62 23.39 -26.43
C 7.96 25.19 -25.41
N 8.84 26.03 -26.26
O 10.00 26.07 -26.03
O 8.35 26.73 -27.19
H 7.33 24.57 -26.04
H 7.37 25.86 -24.78
H 8.56 24.57 -24.76
*
```

Values from the calculation:
E_HOMO in eV: -21.777
LUMO level in eV: -20.22
ΔE to the lowest compared entry with this formula, charge and spin in eV: 0.000

Here are the Mulliken charges for atoms 1 to 4, given in e: -1.074, -0.473, 0.139, -0.297

***

6.
ORCA calculation (the ωB97M-V functional and the def2-TZVPD basis) on the ion C14H28N with charge +1 in a non-equilibrium geometry.

ORCA input file:
```
! RIJCOSX wB97M-V def2-TZVPD def2/J DEFGRID3
* xyz 1 1
C -3.30 -0.59 2.74
C -3.49 -0.38 1.57
C -3.75 -0.13 0.17
H -4.29 0.82 0.07
H -4.37 -0.93 -0.23
N -2.49 -0.06 -0.64
C -2.84 0.23 -2.04
H -3.29 1.22 -2.12
H -1.96 0.18 -2.67
H -3.56 -0.51 -2.40
C -1.80 -1.36 -0.56
H -0.88 -1.35 -1.12
H -2.45 -2.14 -0.96
H -1.58 -1.60 0.48
C -1.63 1.03 -0.08
C -0.36 1.37 -0.86
H -0.61 1.85 -1.80
H 0.22 0.47 -1.07
C 0.51 2.32 -0.03
C 1.22 1.64 1.15
C 2.74 1.57 0.98
C 3.26 0.70 -0.17
C 3.33 -0.81 0.12
C 2.04 -1.58 -0.10
C 2.25 -3.08 0.08
H 1.32 -3.63 -0.08
H 2.99 -3.45 -0.63
H 2.60 -3.30 1.08
H 1.27 -1.25 0.61
H 1.68 -1.39 -1.12
H 3.67 -0.96 1.15
H 4.09 -1.24 -0.53
H 4.27 1.03 -0.39
H 2.66 0.87 -1.07
H 3.11 2.59 0.83
H 3.18 1.21 1.91
H 0.83 0.64 1.31
H 1.02 2.21 2.07
H 1.26 2.75 -0.69
H -0.11 3.14 0.33
H -2.25 1.93 -0.01
H -1.37 0.74 0.94
H -3.15 -0.78 3.76
*
```

Values from the calculation:
E_HOMO in eV: -13.487
LUMO level in eV: -2.48
ΔE to the lowest compared entry with this formula, charge and spin in eV: 0.587

Here are the Mulliken charges for atoms 1 to 4, given in e: 0.294, -0.588, -0.564, 0.409

***

Repeat the fifth record exactly.
ORCA calculation (the ωB97M-V functional and the def2-TZVPD basis) on a structure of composition C14H28ClHfN6O8 in a non-equilibrium geometry.

ORCA input file:
```
! RIJCOSX wB97M-V def2-TZVPD def2/J DEFGRID3
* xyz 5 1
C 8.43 16.59 -32.40
C 9.35 17.58 -31.73
N 8.62 18.72 -31.17
C 7.96 18.72 -29.99
C 7.32 19.96 -29.89
N 7.74 20.74 -30.94
C 8.49 19.95 -31.73
C 7.54 22.17 -31.11
H 7.87 17.03 -33.23
H 7.68 16.21 -31.70
H 8.90 15.70 -32.81
H 10.15 17.93 -32.38
H 9.81 17.09 -30.86
H 7.76 17.81 -29.44
H 6.53 20.35 -29.27
H 8.92 20.24 -32.68
H 6.49 22.43 -31.11
H 7.88 22.59 -32.06
H 8.10 22.77 -30.39
C 3.10 30.96 -32.02
C 2.17 29.78 -32.35
N 2.20 28.74 -31.32
C 1.69 28.83 -30.06
C 1.79 27.56 -29.50
N 2.29 26.72 -30.42
C 2.63 27.49 -31.51
C 2.33 25.24 -30.34
H 4.10 30.53 -31.90
H 2.77 31.53 -31.15
H 3.19 31.68 -32.84
H 2.44 29.36 -33.32
H 1.12 30.08 -32.47
H 1.23 29.75 -29.73
H 1.39 27.26 -28.54
H 3.11 27.06 -32.38
H 3.20 24.91 -30.91
H 1.52 24.80 -30.91
H 2.39 24.96 -29.29
Hf 7.69 28.51 -28.65
Cl 6.32 25.58 -29.72
O 5.81 25.10 -30.97
O 7.71 26.06 -29.79
O 5.65 26.79 -29.25
O 6.31 24.66 -28.65
C 4.17 22.56 -26.86
N 3.14 21.52 -27.08
O 2.86 20.84 -26.12
O 2.62 21.38 -28.16
H 4.57 22.98 -27.79
H 4.98 22.20 -26.23
H 3.62 23.39 -26.43
C 7.96 25.19 -25.41
N 8.84 26.03 -26.26
O 10.00 26.07 -26.03
O 8.35 26.73 -27.19
H 7.33 24.57 -26.04
H 7.37 25.86 -24.78
H 8.56 24.57 -24.76
*
```

Values from the calculation:
E_HOMO in eV: -21.777
LUMO level in eV: -20.22
ΔE to the lowest compared entry with this formula, charge and spin in eV: 0.000

Here are the Mulliken charges for atoms 1 to 4, given in e: -1.074, -0.473, 0.139, -0.297